C46H122N15O9P5 | ωB97M-V/def2-TZVPD

Each line ends with the Löwdin charge.
Geometry (Å):
O -2.34559 -1.60580 -0.35964  -0.25
P -3.25562 -2.14556 0.62101  0.51
N -4.47714 -1.12715 1.09711  -0.30
C -5.22273 -0.48248 -0.01767  -0.05
C -4.54583 -0.44371 2.36194  -0.12
N -2.53764 -2.64577 2.09390  -0.30
C -3.25811 -3.47815 3.06543  -0.10
C -1.36140 -2.04853 2.64763  -0.14
N -4.17277 -3.34419 -0.07736  -0.29
C -3.47899 -4.44774 -0.81664  -0.11
C -5.49615 -3.71638 0.40604  -0.12
H -5.47909 -1.30839 -0.67128  0.06
H -4.59485 0.31254 -0.30616  0.05
H -6.13260 -0.08914 0.42055  0.09
H -4.36577 0.64572 2.31404  0.07
H -3.70618 -0.77076 3.03180  0.08
H -5.46095 -0.61667 2.93302  0.08
H -4.32201 -3.39074 2.95556  0.05
H -3.04875 -4.55834 2.83165  0.10
H -3.01980 -3.25971 4.09558  0.08
H -0.74696 -2.93152 3.06557  0.12
H -0.89064 -1.52031 1.88676  0.03
H -1.56624 -1.29776 3.44475  0.08
H -3.89016 -4.75521 -1.78415  0.07
H -2.50147 -3.95370 -1.13561  0.09
H -3.35704 -5.39861 -0.24077  0.09
H -5.56013 -4.82973 0.33764  0.09
H -6.22252 -3.32557 -0.30365  0.07
H -5.77349 -3.31883 1.39480  0.07
O -0.25809 4.25528 -0.40638  -0.30
P -0.69257 3.90238 0.99509  0.53
N -1.72079 5.05397 1.61410  -0.31
C -2.60854 4.80055 2.76948  -0.09
C -1.94248 6.34916 1.03993  -0.12
N 0.55952 3.80309 2.12854  -0.29
C 1.04378 4.99563 2.73316  -0.12
C 1.48105 2.69375 2.11183  -0.10
N -1.40711 2.44497 1.07348  -0.25
C -2.45140 2.17105 0.04917  -0.07
C -1.51379 1.59418 2.28920  -0.08
H -2.87551 5.74169 3.35663  0.11
H -2.18073 4.06585 3.47507  0.06
H -3.54160 4.35146 2.47406  0.07
H -1.40440 6.45842 0.11851  0.07
H -1.83931 7.17156 1.74099  0.08
H -3.01539 6.28754 0.82987  0.08
H 0.66025 5.13927 3.74619  0.07
H 2.14612 4.97243 2.81496  0.09
H 0.73360 5.80850 2.09098  0.07
H 1.35486 1.98083 2.94524  0.06
H 1.44791 2.14722 1.14542  0.09
H 2.47821 3.04140 2.16426  0.04
H -2.69248 1.08206 0.11027  0.07
H -3.40909 2.60308 0.25089  0.07
H -2.22167 2.35638 -0.97905  0.06
H -0.78131 1.82938 3.06333  0.05
H -1.28222 0.59524 1.99947  0.05
H -2.48288 1.63112 2.76281  0.06
O -0.07881 4.73568 -6.73832  -0.28
P -0.25266 3.48671 -6.00618  0.45
N 1.06855 2.54082 -6.20108  -0.31
C 1.03846 1.08783 -6.02957  -0.13
C 2.39202 3.09620 -6.36479  -0.11
N -1.48635 2.37878 -6.33119  -0.28
C -1.40090 1.85702 -7.71729  -0.11
C -2.81547 2.66386 -5.76737  -0.08
N -0.42906 3.78434 -4.39809  -0.30
C -0.47684 2.67589 -3.49946  -0.12
C -0.98233 5.05492 -3.80851  -0.07
H 1.54688 0.78027 -5.09594  0.05
H 1.49382 0.59586 -6.89145  0.09
H 0.00833 0.73295 -5.94477  0.06
H 3.01120 2.81007 -5.48821  0.08
H 2.31681 4.19690 -6.33593  0.08
H 2.92605 2.84204 -7.33090  0.10
H -0.39469 1.98727 -8.12818  0.08
H -1.63344 0.75775 -7.64028  0.09
H -2.07496 2.19433 -8.46668  0.06
H -3.59278 2.72951 -6.56647  0.10
H -3.19960 1.82749 -5.24264  0.03
H -2.84265 3.50687 -5.07366  0.07
H -0.40339 3.05914 -2.43430  0.08
H -1.30164 1.99820 -3.46821  0.05
H 0.43756 2.11088 -3.77413  0.07
H -2.03375 4.81223 -3.60369  0.07
H -0.84941 5.83376 -4.57780  0.07
H -0.45295 5.38021 -2.84371  0.09
O -1.47719 -1.19981 6.70203  -0.31
P -0.30275 -0.30058 6.70007  0.55
N 0.25833 -0.18111 8.30284  -0.31
C 1.56729 0.51922 8.65554  -0.11
C -0.71513 -0.18203 9.39568  -0.12
N -0.62721 1.21879 5.96381  -0.29
C 0.50623 2.20213 6.11935  -0.08
C -1.96149 1.73587 5.91265  -0.14
N 1.10819 -0.76444 5.88919  -0.31
C 1.44050 -0.45615 4.49922  -0.10
C 1.70479 -1.98299 6.42642  -0.11
H 1.50123 1.45982 9.24854  0.08
H 2.21466 0.67340 7.80985  0.05
H 2.08870 -0.24222 9.29977  0.09
H -0.25471 -0.79661 10.23391  0.10
H -1.62804 -0.71755 9.02406  0.08
H -0.92927 0.84250 9.68338  0.07
H 0.43123 2.95130 5.30039  0.08
H 0.49164 2.61077 7.16324  0.09
H 1.42410 1.62896 6.07859  0.04
H -2.01136 2.71736 5.49411  0.06
H -2.63769 1.05546 5.40388  0.07
H -2.43856 1.89454 6.87610  0.08
H 0.59875 0.10697 4.05237  0.05
H 2.32846 0.17754 4.51643  0.08
H 1.65444 -1.39816 3.90023  0.09
H 1.18777 -2.84849 6.07069  0.07
H 1.75207 -1.94700 7.50020  0.06
H 2.71475 -2.12329 6.03033  0.08
O 3.11559 -2.58704 2.05721  -0.33
P 4.00730 -3.60741 1.37341  0.55
N 4.94036 -3.18303 0.01193  -0.31
C 5.80944 -1.96156 0.19462  -0.10
C 4.45266 -3.29496 -1.38051  -0.07
N 3.09207 -4.87834 0.83533  -0.30
C 1.59855 -4.84963 0.99585  -0.06
C 3.75663 -6.10468 0.51412  -0.13
N 5.14129 -4.25665 2.42014  -0.33
C 6.48691 -4.62175 2.05716  -0.14
C 4.55964 -4.66205 3.69264  -0.09
H 6.24678 -1.90803 1.20792  0.08
H 5.21274 -1.04352 0.01310  0.08
H 6.63537 -2.07522 -0.47607  0.07
H 5.23585 -2.95828 -2.05417  0.08
H 3.54665 -2.68236 -1.49524  0.08
H 4.38543 -4.36906 -1.51748  0.06
H 1.08667 -4.93099 0.04352  0.07
H 1.23126 -5.65922 1.61544  0.08
H 1.42575 -3.86547 1.40232  0.04
H 3.67353 -6.26282 -0.62663  0.10
H 4.78822 -5.84460 0.64403  0.04
H 3.52691 -7.04638 1.00601  0.08
H 7.24848 -4.13419 2.66849  0.08
H 6.55906 -5.70940 2.23381  0.09
H 6.76283 -4.38721 1.00775  0.08
H 4.25270 -5.66282 3.62352  0.06
H 3.74286 -3.98713 4.04159  0.08
H 5.34253 -4.50977 4.46409  0.09
C 2.04125 0.18416 -1.13824  -0.11
C 0.57180 -0.21819 -0.76485  -0.13
C 0.00166 -0.88377 -2.01465  -0.18
O 1.14058 -1.26735 -2.80935  -0.15
C 2.23857 -0.34331 -2.60440  -0.16
H 2.58854 -0.30395 -0.36287  0.08
H 2.16011 1.23898 -1.11868  0.06
H -0.02510 0.64583 -0.62133  0.08
H 0.50043 -0.83992 0.10441  0.09
H -0.63603 -0.15256 -2.46657  0.08
H -0.56111 -1.74608 -1.78026  0.09
H 2.30070 0.52371 -3.35850  0.11
H 3.17390 -0.89833 -2.71276  0.09
C 0.89795 -3.51924 -5.34952  -0.14
C 0.57349 -2.19408 -6.08412  -0.17
C -0.82763 -2.38533 -6.46096  -0.23
O -1.17199 -3.77683 -6.45236  -0.12
C -0.42746 -4.24977 -5.33110  -0.23
H 1.19581 -3.40457 -4.28165  0.11
H 1.61705 -4.07438 -5.92379  0.10
H 1.28730 -2.21382 -6.89000  0.11
H 0.68622 -1.26519 -5.56003  0.06
H -1.08140 -2.09175 -7.46998  0.12
H -1.41316 -1.81389 -5.70455  0.12
H -0.34939 -5.35896 -5.31216  0.13
H -0.99501 -4.10689 -4.40484  0.10
C -5.21654 -1.65234 -3.81729  -0.14
C -3.72908 -1.95409 -3.46120  -0.13
C -3.16076 -0.54910 -3.12530  -0.18
O -4.12983 0.47310 -3.49997  -0.18
C -5.07824 -0.19836 -4.34651  -0.20
H -5.78846 -1.62086 -2.90966  0.07
H -5.66547 -2.48860 -4.41848  0.13
H -3.25897 -2.42858 -4.31534  0.09
H -3.65975 -2.65145 -2.61142  0.07
H -2.29382 -0.30762 -3.71510  0.08
H -2.97969 -0.29640 -2.07889  0.08
H -4.62656 -0.23283 -5.37157  0.12
H -5.98258 0.40667 -4.38052  0.12
C 4.67782 3.22445 -1.07113  -0.16
C 3.35404 3.99106 -1.48099  -0.12
C 3.29259 5.16136 -0.42732  -0.17
O 4.02881 4.67057 0.67710  -0.15
C 4.61181 3.40342 0.42169  -0.24
H 5.60601 3.65149 -1.57344  0.13
H 4.62041 2.14544 -1.30530  0.10
H 2.55298 3.30385 -1.32843  0.06
H 3.33639 4.30156 -2.55709  0.12
H 2.29060 5.41234 -0.11556  0.09
H 3.74245 6.09322 -0.79485  0.11
H 4.11733 2.58626 0.94994  0.10
H 5.66622 3.46731 0.67244  0.11

Results
HOMO level, eV: -8.07
LUMO, eV: 0.486
Energy above the lowest of the compared OMol25 structures with the same formula, charge and spin, kJ/mol: 131.4
Molar mass, g mol⁻¹: 1184.45
Structure (SMILES): CN(C)P(=O)(N(C)C)N(C)C.CN(C)P(=O)(N(C)C)N(C)C.CN(C)P(=O)(N(C)C)N(C)C.CN(C)P(=O)(N(C)C)N(C)C.CN(C)P(=O)(N(C)C)N(C)C.C1CCOC1.C1CCOC1.C1CCOC1.C1CCOC1
Net charge: 0
HOMO-LUMO gap, eV: 8.6